A structure of composition C35H50BrN6O2PPbS2 at a distorted geometry. Source: the Open Molecules 2025 dataset; level of theory: wB97M-V/def2-TZVPD.

```
98
Properties=species:S:1:pos:R:3:lowdin_charge:R:1
C -0.1476 7.3457 4.7780 -0.0940
C 2.7554 0.9579 1.9706 -0.1779
H 0.8662 2.8384 -3.7891 0.1121
H 4.4857 1.6776 -3.7559 0.1099
N 1.3441 -1.5028 -2.0930 -0.2079
C 3.1373 0.9772 -2.2239 -0.2270
N -0.4763 0.1706 -0.7646 -0.3879
C 1.3138 -1.3060 -3.5600 -0.2043
C 1.5800 0.0849 1.5373 -0.2190
H -0.7995 -1.4537 3.5587 0.1069
H 1.7700 2.8822 -0.8748 0.1167
H 2.3341 -1.3278 -3.9637 0.1095
C -1.4823 -2.1399 1.6698 -0.4523
H 3.8479 -0.6390 2.9106 0.1105
H -5.9266 -2.5688 -3.5143 0.0727
H 4.5729 0.0796 0.0328 0.0885
Pb -2.5296 0.1021 -0.2399 0.9582
C 3.0732 -1.4330 0.3465 -0.2161
N 1.7130 1.0361 -1.9159 -0.2115
C -4.3868 -1.0992 -3.2558 -0.7490
C -2.7316 -5.7017 2.2545 -0.0873
H -4.7152 -2.5280 -4.7879 0.0962
H -0.4786 -2.0479 1.2203 0.1191
H 3.5653 3.6750 -2.6179 0.1112
H 1.0030 -3.3024 -4.3559 0.1104
H 0.1236 2.5649 4.8526 0.1134
C -0.8116 -2.5747 -3.4486 -0.2121
N -1.7217 0.0836 2.6775 -0.0168
H -1.5398 -3.1799 -3.9975 0.1051
H -4.6204 0.3487 -5.7320 0.0932
H 0.2465 4.3993 6.3965 0.1109
C -1.7676 -6.2176 3.1073 -0.0965
S -2.8425 1.1354 -2.9501 0.7129
C -1.5857 -3.5649 2.2259 -0.0871
H 0.2366 -2.0119 -5.2760 0.1102
C -0.4863 4.5844 4.3887 -0.2311
C -0.6243 -4.1042 3.0736 -0.2654
C -0.7132 -5.4160 3.5194 -0.0348
H -3.3643 -3.9479 1.1539 0.1097
C 3.4195 1.7289 -3.5209 -0.1870
H 1.3893 -0.6561 2.3242 0.1090
O 0.4249 -3.2948 3.4531 0.0337
H 3.1217 3.7209 -4.3234 0.1047
C 1.2426 2.4082 -1.7213 -0.2213
H -1.1825 -2.9370 -1.3399 0.0673
C -4.8066 0.8926 -4.8007 -0.1327
C -0.5980 6.8565 3.5588 -0.0824
H -0.6755 0.4868 4.3964 0.1255
C 0.0007 5.0915 5.5977 -0.0477
Br -2.9319 3.0216 2.6164 0.7570
H 0.0456 -5.8111 4.1888 0.1100
H -0.0203 8.4113 4.9274 0.1000
C -1.4198 2.3388 3.5546 -0.6262
P 0.9600 -0.2192 -1.0768 0.5345
H -0.5203 -4.3295 -2.1927 0.1134
H 3.4509 -0.0651 -2.3001 0.1028
H 0.9052 -0.3192 -3.7694 0.1034
H 5.1439 -1.3268 0.9295 0.1100
H -1.0738 5.1336 2.3912 0.0763
C -0.5993 3.1204 4.2560 -0.1132
C -0.4640 -3.2396 -2.1051 -0.1677
C -1.2684 0.8818 3.5691 -0.2305
S -3.8571 -1.8068 -1.8765 0.7860
H 2.9208 1.7347 1.2137 0.1057
H 2.8706 1.2439 -4.3350 0.1054
N -1.4842 -1.2141 2.8516 0.0157
H -3.5545 -6.3241 1.9227 0.0982
C -0.7621 5.4912 3.3619 -0.0652
C 0.1600 6.4536 5.7966 -0.0887
H -1.2646 -1.5922 -3.2628 0.0709
H 0.5293 6.8195 6.7479 0.1014
C 2.9612 3.1808 -3.3882 -0.2080
H 0.6784 0.6735 1.3992 0.0818
H 3.7224 1.4493 -1.4179 0.1078
C 0.4571 -2.3583 -4.2640 -0.1845
H 0.1864 2.3685 -1.4765 0.0824
H 1.1819 4.2704 -2.7969 0.1088
H 1.6874 -3.5635 -2.0734 0.1163
H 1.0534 -3.8173 3.9557 0.1023
H -1.8272 -7.2447 3.4519 0.1013
N 1.8701 -0.6143 0.2812 -0.1948
C 1.4891 3.2361 -2.9787 -0.1873
H 2.5219 1.4572 2.9166 0.1062
C -4.0260 0.2626 -3.6671 -0.7741
H -5.9730 -1.2913 -4.7490 0.0653
C -5.3225 -1.9036 -4.1254 -0.1178
H -5.8844 0.8622 -4.6095 0.0875
H 2.8991 -2.2458 1.0692 0.1197
C -2.6320 -4.3825 1.8247 -0.0146
C 4.0119 0.0976 2.1130 -0.2031
H 3.2545 -1.8855 -0.6256 0.0999
H 1.0382 -2.9196 -0.5778 0.0959
C 0.9610 -2.8570 -1.6613 -0.1979
C 4.2995 -0.6418 0.8050 -0.1847
H -4.5014 1.9245 -4.9347 0.0618
O -2.4770 -1.8823 0.7881 -0.4471
H -0.8192 7.5401 2.7455 0.1033
H 4.8700 0.7080 2.4052 0.1058
```

Energy relative to the best compared isomer or geometry (same formula, charge and spin)   63.0 kJ/mol
F_max   0.021 hartree/bohr
Spin multiplicity   1
Molecular weight   969.04 g mol⁻¹
HOMO level   -7.421 eV
Orbital gap   5.29 eV